Formula: C8H12BrNO
Source: the OMol25 dataset
Level of theory: the ωB97M-V functional and the def2-TZVPD basis

Each line ends with the Löwdin charge.
Cartesian coordinates (Å):
C1 -1.746 1.087 2.088  0.03
C2 1.542 -1.019 -2.203  0.08
C3 -1.621 1.030 0.782  -0.19
C4 1.083 -0.778 -0.946  -0.39
C5 -1.028 -1.408 -0.049  -0.56
C6 2.434 -0.769 1.303  -0.13
C7 -2.409 1.608 -1.350  -0.06
C8 1.832 -0.020 0.190  -0.21
N1 0.130 -1.525 -0.453  -0.03
O1 -1.608 1.869 -0.214  -0.09
Br1 -2.011 -2.952 0.473  0.62
H1 -2.044 2.082 2.539  0.09
H2 -2.000 0.316 2.661  0.00
H3 1.177 -1.795 -2.808  0.04
H4 2.373 -0.368 -2.431  0.05
H5 3.461 -0.978 1.174  0.05
H6 1.942 -1.775 1.551  0.10
H7 2.407 -0.130 2.250  0.10
H8 -2.624 0.546 -1.289  0.06
H9 -1.798 1.609 -2.353  0.14
H10 -3.343 2.140 -1.335  0.09
H11 1.128 0.745 0.609  0.11
H12 2.722 0.486 -0.190  0.11

Properties
Spin multiplicity: 1
Gap between HOMO and LUMO (spin up / spin down) in eV: 6.91 / 7.66
LUMO energy (spin up / spin down) in eV: -0.9 / -0.1


Formula: C5H8O2
Source: the OMol25 dataset
Level of theory: the ωB97M-V functional and the def2-TZVPD basis

Each line ends with the Löwdin charge.
Cartesian coordinates (Å):
O1 -1.444 0.390 -0.601  -0.02
C1 -0.143 -0.116 -0.366  -0.67
C2 0.406 0.411 0.958  -0.10
C3 -0.439 -0.026 2.128  -0.22
O2 -1.525 -0.556 2.026  0.05
C4 0.762 0.280 -1.590  -0.03
C5 0.223 -1.468 -0.738  0.17
H1 -1.991 0.001 0.100  0.08
H2 1.431 0.059 1.124  0.13
H3 0.428 1.511 0.967  0.14
H4 -0.013 0.172 3.133  0.13
H5 1.732 0.653 -1.268  0.10
H6 0.184 1.027 -2.134  0.11
H7 -0.567 -1.786 -1.448  0.05
H8 0.955 -0.551 -2.291  0.09

Properties
Spin multiplicity: 1
Gap between HOMO and LUMO in eV: 9.44
LUMO energy in eV: 0.6


Which formula does entry 1 have?
C8H12BrNO